Formula: C14H21AgF7O8
Source: OMol25
Level of theory: ωB97M-V with the def2-TZVPD basis set

Output
charge: -1
spin multiplicity: 1
HOMO-LUMO gap: 2.14 eV
E_tot: -54252.3550 eV

Cartesian coordinates (Å):
1 Ag -19.736 28.395 10.682
2 C -26.350 24.567 10.734
3 O -26.549 23.208 11.115
4 O -25.149 24.828 11.510
5 C -26.344 24.781 9.125
6 F -26.175 23.635 8.418
7 F -27.460 25.378 8.714
8 F -25.311 25.611 8.771
9 C -27.911 22.810 11.047
10 C -28.070 21.304 11.489
11 H -28.947 20.730 11.190
12 H -27.229 20.710 11.130
13 H -27.936 21.158 12.561
14 H -28.326 23.072 10.074
15 H -28.537 23.243 11.828
16 H -27.192 25.062 11.218
17 C -15.340 25.400 13.867
18 O -14.901 26.502 13.073
19 O -16.761 25.414 13.840
20 C -14.543 24.067 13.463
21 F -14.930 23.316 12.373
22 F -13.278 24.344 13.184
23 F -14.575 23.115 14.449
24 C -13.975 27.442 13.701
25 C -13.765 28.598 12.699
26 H -12.965 29.287 12.973
27 H -13.438 28.174 11.750
28 H -14.675 29.198 12.694
29 H -13.029 26.988 13.998
30 H -14.513 28.030 14.444
31 H -14.949 25.602 14.864
32 C -19.828 27.375 2.675
33 C -18.935 28.318 3.363
34 O -18.884 28.299 4.606
35 C -18.080 29.146 2.423
36 H -19.461 26.415 3.037
37 H -19.870 27.518 1.595
38 H -20.836 27.553 3.049
39 H -17.913 28.409 1.637
40 H -17.296 29.590 3.037
41 H -18.811 29.796 1.942
42 C -26.610 32.796 13.303
43 C -26.265 34.219 13.276
44 O -24.885 34.171 13.277
45 C -24.446 33.093 12.664
46 O -23.343 32.837 12.285
47 O -25.468 32.261 12.714
48 F -26.722 34.743 14.387
49 H -27.579 32.480 12.917
50 H -26.476 32.442 14.325
51 H -26.599 34.776 12.401

These are the natural (NBO) partial charges, in e, on atoms 1 to 8:
1. Ag 0.6975
2. C 0.2659
3. O -0.5291
4. O -0.8123
5. C 0.9156
6. F -0.3382
7. F -0.3409
8. F -0.3431